DFT (ωB97M-V with the def2-TZVPD basis set) results for 2 unconnected molecules or ions with the total composition C2H4N4S in a non-equilibrium geometry.

XYZ file:
```
11
Properties=species:S:1:pos:R:3:forces:R:3
C 3.300470 0.863967 0.261772 0.365 -1.834 -0.153
C 1.175521 0.594540 0.012511 -1.392 -3.125 0.079
N 2.132685 1.446173 0.249674 2.038 2.353 0.614
N 1.445640 -0.679162 -0.110706 0.334 0.131 -0.526
N -1.833363 -0.688834 0.372721 0.583 -1.128 -0.827
N -1.337760 0.505406 0.337744 1.176 3.073 1.321
S 3.160215 -0.852791 -0.071682 -1.519 1.461 0.477
H 4.314645 1.193793 0.531238 -0.849 0.649 -0.300
H -1.398414 -1.269347 1.117769 -0.827 -0.442 -1.315
H -1.981840 -0.973431 -0.633676 0.285 -0.651 2.031
H -1.106420 0.812486 1.324680 -0.195 -0.486 -1.400
```
Forces are in eV/Å.

The calculation puts the total energy at -695.64482 a.u. The relative energy (zero: lowest compared OMol25 entry of this formula, charge and spin) comes out at 5.091 eV. Its HOMO energy (alpha / beta) is -8.82 / -7.88 eV. The value obtained for the frontier orbital gap (alpha / beta) is 9.3 / 7.3 eV. As for the net charge: 0.